{"formula": "C24H36F30HfN5O18PS8", "method": "ωB97M-V/def2-TZVPD", "species": ["Hf", "C", "F", "F", "F", "S", "O", "O", "O", "C", "F", "F", "F", "S", "O", "O", "O", "P", "F", "F", "F", "F", "F", "F", "C", "C", "C", "N", "C", "C", "C", "C", "C", "H", "H", "H", "H", "H", "H", "H", "H", "H", "H", "H", "H", "H", "H", "H", "H", "H", "H", "C", "C", "C", "N", "C", "C", "C", "C", "C", "H", "H", "H", "H", "H", "H", "H", "H", "H", "H", "H", "H", "H", "H", "H", "H", "H", "H", "C", "F", "F", "F", "S", "O", "O", "N", "S", "O", "O", "C", "F", "F", "F", "C", "F", "F", "F", "S", "O", "O", "N", "S", "O", "O", "C", "F", "F", "F", "C", "F", "F", "F", "S", "O", "O", "N", "S", "O", "O", "C", "F", "F", "F"], "coordinates": [[-3.86626, 0.95492, 1.44384], [-0.40106, 4.34228, 2.16931], [-1.13109, 5.19613, 1.51099], [0.13696, 3.58894, 1.20713], [0.48442, 5.03178, 2.95431], [-1.58758, 3.26038, 3.23389], [-0.84564, 2.32826, 4.09582], [-2.29084, 4.24121, 4.11523], [-2.48783, 2.58345, 2.30151], [-0.85276, -1.53016, 4.36282], [-0.06232, -1.76104, 3.36215], [-0.60617, -2.38951, 5.35078], [-0.60616, -0.34598, 4.76626], [-2.75709, -1.52963, 3.91609], [-3.00803, -0.38944, 2.97604], [-2.95245, -2.87853, 3.26202], [-3.39166, -1.31563, 5.18771], [-0.95253, 0.13583, -0.05039], [-1.19283, -0.04899, -1.61325], [-0.17239, -1.27599, -0.04474], [0.39396, 0.96674, -0.27930], [-0.68089, 0.38972, 1.61140], [-1.89886, 1.42491, 0.00458], [-2.35018, -0.46469, 0.41846], [3.83187, -0.80773, 0.40602], [3.65809, -0.13608, 1.71259], [3.82083, 1.44304, 1.72823], [3.36574, 2.06412, 3.07911], [1.86181, 1.91365, 3.28968], [4.21523, 1.84389, 4.34236], [4.15359, 3.23126, 5.17058], [3.43824, 4.20038, 4.23147], [3.54704, 3.59815, 2.84451], [3.12689, -0.36675, -0.29872], [3.55611, -1.85821, 0.49839], [4.90376, -0.83380, 0.20985], [4.25634, -0.62507, 2.48142], [2.60815, -0.36130, 1.89966], [3.19588, 1.78727, 0.90420], [4.84845, 1.63346, 1.41863], [1.38633, 2.07796, 2.32271], [1.49778, 2.58465, 4.06774], [1.82209, 0.87827, 3.62806], [3.85067, 0.94282, 4.83559], [5.22166, 1.67335, 3.96011], [3.87700, 3.21208, 6.22473], [5.20427, 3.51844, 5.21175], [2.41338, 4.43244, 4.52116], [3.95028, 5.15741, 4.13151], [2.89519, 4.05124, 2.09759], [4.53890, 3.79566, 2.43794], [2.27472, 3.52366, -1.19234], [2.89041, 2.30303, -2.03673], [1.75004, 1.90703, -3.02428], [2.27375, 0.70142, -4.00865], [2.30256, -0.55654, -3.15686], [3.56646, 1.08958, -4.74885], [3.68273, 0.04598, -5.90208], [2.20625, -0.04915, -6.48739], [1.32913, 0.38717, -5.23732], [1.44558, 3.31584, -0.51600], [1.91743, 4.39256, -1.74501], [3.02239, 3.80903, -0.45231], [3.11991, 1.43504, -1.41865], [3.88211, 2.58754, -2.38837], [1.38385, 2.63378, -3.74944], [0.83601, 1.50092, -2.59101], [2.54406, -1.44378, -3.74218], [1.36702, -0.79036, -2.64873], [3.16139, -0.36264, -2.51428], [4.45964, 0.95824, -4.13803], [3.54250, 2.12744, -5.08108], [4.19692, -0.80410, -5.45366], [4.41410, 0.44300, -6.60604], [2.07666, -1.07905, -6.81996], [2.01419, 0.53910, -7.38470], [0.42791, -0.14722, -4.93676], [0.97310, 1.35406, -5.59295], [1.10066, -4.58038, -1.11418], [1.18525, -4.84101, -2.40680], [1.45461, -3.34601, -0.77532], [-0.21473, -4.73444, -0.84396], [2.18953, -5.85576, -0.21004], [3.52782, -5.43486, -0.67114], [1.82783, -5.64030, 1.19560], [1.75297, -7.38729, -0.91463], [2.79118, -8.27846, -0.33162], [4.14632, -7.99149, -0.87645], [2.62102, -8.38474, 1.10828], [2.14116, -9.97536, -1.13115], [1.86041, -9.80542, -2.44798], [2.92435, -11.04265, -0.93370], [1.04346, -10.30918, -0.48502], [-3.88229, -3.05465, -0.82225], [-4.53356, -3.95710, -1.60694], [-3.57185, -3.48813, 0.43333], [-2.76928, -2.74431, -1.44187], [-5.04541, -1.45989, -0.66510], [-4.41546, -0.39082, -1.40971], [-6.38674, -1.73772, -1.19746], [-5.11873, -0.88494, 1.03573], [-6.08935, -2.07309, 1.64491], [-6.32432, -3.34452, 0.92796], [-5.76835, -2.22239, 3.06554], [-7.88850, -1.45794, 1.80883], [-7.77707, -0.23032, 2.04748], [-8.40066, -1.52452, 0.62954], [-8.52240, -2.07139, 2.79051], [-6.64265, 1.71954, -2.46905], [-7.24565, 0.56380, -2.33528], [-5.59560, 1.59128, -3.22197], [-7.50606, 2.52162, -3.08119], [-6.29060, 2.36769, -0.62303], [-6.88831, 3.68650, -0.45228], [-6.74225, 1.30048, 0.25191], [-4.50786, 2.27255, -0.34394], [-3.91687, 3.48411, -1.10404], [-4.73020, 4.29266, -2.00693], [-3.00909, 4.24492, -0.27143], [-2.65255, 2.79864, -2.48207], [-2.90044, 1.55426, -2.68031], [-2.86796, 3.54182, -3.53962], [-1.38890, 2.92204, -2.08900]], "multiplicity": 1, "e_homo_ev": -7.730}

---

{"formula": "C12H8Br2N2O3S", "method": "ωB97M-V/def2-TZVPD", "species": ["O", "C", "N", "N", "C", "C", "C", "C", "Br", "C", "O", "C", "Br", "C", "O", "C", "C", "C", "C", "S", "H", "H", "H", "H", "H", "H", "H", "H"], "coordinates": [[-1.26678, 1.03020, 2.25172], [-1.51151, -0.12154, 1.96036], [-1.06943, -0.71363, 0.73558], [-0.21438, 0.03158, -0.05888], [-0.02611, -0.36135, -1.29442], [1.12678, 0.19391, -2.06676], [1.29632, -0.28829, -3.36528], [2.31320, 0.37335, -4.11642], [2.51177, -0.16443, -5.90707], [2.98351, 1.48602, -3.65278], [3.80189, 2.20006, -4.47022], [2.92148, 1.83221, -2.31549], [3.82457, 3.25579, -1.51438], [1.94370, 1.24947, -1.51764], [1.71658, 1.61414, -0.20124], [-2.20202, -0.93550, 2.95283], [-2.50550, -0.48536, 4.24927], [-3.36037, -1.28926, 4.94427], [-3.52573, -2.49566, 4.29118], [-2.56331, -2.63269, 2.80139], [-1.26431, -1.70738, 0.56895], [-0.67062, -1.09473, -1.81195], [0.58477, -0.95934, -3.86645], [4.30011, 2.71072, -3.87031], [0.84688, 1.23010, 0.03832], [-2.18914, 0.46220, 4.54568], [-3.86145, -1.02577, 5.93494], [-3.94090, -3.39483, 4.75481]], "multiplicity": 1, "e_homo_ev": -8.388}

---

{"formula": "C26H29F6N4O11P2S", "method": "ωB97M-V/def2-TZVPD", "species": ["N", "P", "O", "C", "C", "N", "C", "C", "C", "C", "N", "C", "P", "N", "O", "C", "S", "C", "F", "C", "C", "C", "C", "F", "F", "C", "F", "F", "F", "O", "H", "H", "H", "H", "H", "H", "H", "H", "H", "H", "H", "H", "H", "H", "H", "H", "H", "H", "H", "H", "H", "C", "C", "C", "O", "C", "C", "C", "O", "O", "O", "H", "H", "H", "H", "C", "C", "C", "O", "C", "C", "C", "O", "O", "O", "H", "H", "H", "H"], "coordinates": [[0.40437, 1.35531, 2.71833], [-1.35674, 1.16996, 2.30412], [-2.16024, 2.73160, 2.51166], [-1.56365, 0.62163, 0.46729], [-2.87326, -0.35205, 0.20928], [-2.81284, -1.68929, 0.90505], [-3.60048, -1.78492, 2.19950], [-5.21697, -1.34498, 2.16648], [-5.93304, -1.54678, 3.63981], [-5.20249, -2.07456, 4.99231], [-3.76844, -2.46816, 4.95496], [-3.07862, -2.32927, 3.64220], [-3.61360, -2.91222, -0.18195], [-4.38597, -4.20592, 0.79089], [-4.94941, -2.15500, -1.03487], [-1.35601, -2.07333, 1.00462], [-1.03116, -3.93125, 1.00447], [-0.37583, -1.42715, -0.14861], [1.02477, -1.82596, 0.26023], [-0.57826, -2.02703, -1.65714], [0.34122, -1.05329, -2.65995], [0.47116, -1.63319, -4.18844], [0.26903, -0.40931, -5.30961], [1.02130, -0.72306, -6.58190], [0.85219, 0.89376, -4.83310], [-1.30150, -0.20867, -5.76457], [-2.26310, -0.16418, -4.62183], [-1.70043, -1.39203, -6.60917], [-1.47258, 1.07915, -6.50953], [-0.34583, 0.06668, -0.13924], [0.42766, 2.03901, 3.53329], [0.76641, 0.45091, 3.14762], [-2.18899, 2.82958, 3.52454], [-1.79905, 1.62742, -0.13109], [-3.81557, 0.30003, 0.43345], [-2.89076, -0.54968, -0.96842], [-5.74144, -0.94466, 1.19857], [-7.08245, -1.26131, 3.72363], [-5.85122, -2.13213, 5.99192], [-1.93782, -2.68836, 3.65645], [-5.33398, -3.93747, 1.13491], [-3.79943, -4.50393, 1.60039], [-5.79854, -2.69282, -0.90368], [-0.90491, -1.67408, 2.03606], [-1.07715, -4.44058, -0.33223], [-0.13199, -3.11509, -1.78915], [-1.66486, -1.96420, -2.08525], [-0.29244, -0.04508, -2.74492], [1.37084, -0.75686, -2.17203], [-0.23813, -2.52937, -4.44356], [1.58631, -2.03097, -4.31280], [0.89231, 4.49055, 8.12058], [0.57302, 3.43160, 7.37399], [1.30799, 3.12172, 6.11645], [1.00430, 2.13098, 5.46131], [2.38361, 4.03668, 5.70353], [2.70043, 5.09750, 6.44847], [1.98385, 5.39153, 7.71976], [2.30997, 6.36383, 8.39240], [3.70839, 5.96301, 6.06492], [-0.45348, 2.58173, 7.74295], [0.36789, 4.72631, 9.03804], [2.89774, 3.80977, 4.77837], [3.74621, 6.64740, 6.76826], [-0.48723, 1.89407, 7.04276], [5.55176, 1.42037, -6.68809], [4.54723, 0.75619, -6.11320], [4.64656, -0.70221, -5.82883], [3.71446, -1.28152, -5.28240], [5.87927, -1.39962, -6.22713], [6.88229, -0.73593, -6.80514], [6.79359, 0.72734, -7.06418], [7.73931, 1.31336, -7.58029], [8.04253, -1.38567, -7.18447], [3.37591, 1.40030, -5.75931], [5.49386, 2.48089, -6.89850], [5.93122, -2.46288, -6.03088], [8.61430, -0.69049, -7.57728], [2.80665, 0.70631, -5.36106]], "multiplicity": 1, "total_charge": 1, "e_homo_ev": -10.702}

---

no.,lowest unoccupied orbital energy (Ha)
1,-0.128
2,-0.017
3,-0.148